No. 1
The following is a quantum chemistry calculation of one molecule with the formula C3H7NS at a distorted geometry, from the OMol25 dataset.

```
! RIJCOSX wB97M-V def2-TZVPD def2/J DEFGRID3
* xyz 0 1
C 2.107 -0.776 -0.393
C 1.407 0.196 0.603
C 0.403 1.086 -0.056
H 2.733 -0.197 -1.042
H 1.370 -1.436 -0.869
H 2.626 -1.585 0.105
H 2.039 0.722 1.353
H 0.642 -0.354 1.198
H 0.744 2.068 -0.470
H -2.584 -0.619 -0.733
N -0.801 0.942 -0.366
S -1.591 -0.514 0.131
*
```

Calculated values
LUMO energy (eV): 0.87
Gap between HOMO and LUMO (eV): 9.73
Max |F| (hartree/bohr): 0.067
SMILES string: CC/C=N\S
Relative energy (zero: lowest compared OMol25 entry of this formula, charge and spin) (kcal/mol): 30.37

Atom charges from the Löwdin analysis, given in e for atoms 1 to 8:
1 C -0.09
2 C -0.25
3 C -0.36
4 H 0.06
5 H 0.07
6 H 0.06
7 H 0.12
8 H 0.06

No. 2
The following is a quantum chemistry calculation of C7H3NO4STi as an isolated structure at a distorted geometry, from the OMol25 dataset.

```
! RIJCOSX wB97M-V def2-TZVPD def2/J DEFGRID3
* xyz 3 2
Ti 1.093 0.809 -1.063
O 1.940 -2.362 3.564
C 1.530 -1.595 2.823
C 1.124 0.278 -2.872
O 1.110 -0.539 -3.762
C 1.197 2.660 -0.238
O 1.216 3.642 0.464
C 2.969 -0.149 -0.245
O 4.005 -0.749 -0.135
S -3.179 0.724 0.767
C -2.943 -0.918 0.080
C -1.622 -1.112 -0.214
N -0.727 0.027 -0.012
C -1.505 0.995 0.580
H -3.856 -1.590 -0.056
H -1.245 -2.058 -0.623
H -1.108 1.937 0.939
*
```

Calculated values
LUMO energy (alpha / beta) (eV): -17.19 / -16.62
Gap between HOMO and LUMO (alpha / beta) (eV): 4.15 / 4.80
⟨S²⟩: 0.809
Max |F| (hartree/bohr): 0.300

Atom charges from the Löwdin analysis, given in e for atoms 1 to 8:
1 Ti 1.10
2 O 0.07
3 C -0.01
4 C 0.07
5 O 0.31
6 C 0.10
7 O 0.28
8 C 0.13